No. 1
Entry from the OMol25 dataset: a 7-piece molecular cluster, C22H61ClO29P8 overall (ωB97M-V with the def2-TZVPD basis set).

The geometry in XYZ format:
```
121
C22H61ClO29P8, DFT ωB97M-V with the def2-TZVPD basis set
Cl -2.891 -6.994 -2.103
P 1.444 5.201 -0.144
P -4.913 3.627 -3.231
P -2.054 4.066 7.605
P 4.815 -0.211 3.605
P -0.593 0.620 1.861
P -2.618 -3.998 -0.729
P 2.050 -6.508 -8.597
P -0.322 -3.299 -2.398
O -2.111 0.087 2.040
O -5.699 2.216 -3.185
O 0.592 4.363 -1.217
O -3.673 3.925 7.658
O 2.808 -5.257 -8.671
O -3.474 2.918 -3.053
O 4.798 -1.173 4.924
O -1.861 3.620 9.158
O 3.471 0.177 3.121
O -0.837 5.122 7.726
O -1.015 -6.086 -3.600
O -3.084 -2.748 -1.370
O -0.186 0.699 0.432
O 5.108 1.130 4.533
O -1.013 2.215 1.973
O 2.260 4.911 1.206
O 0.026 -0.877 2.167
O 2.786 5.331 -1.054
O -0.205 -3.356 -4.049
O 0.760 6.489 0.017
O -1.625 3.050 6.640
O 0.903 -6.522 -7.458
O -4.404 4.747 -4.294
O 3.036 -7.550 -7.835
O 5.027 -1.562 2.680
O -5.360 4.391 -2.065
O -0.535 -5.899 -1.406
O 0.870 -7.049 -2.776
O 0.970 -6.467 -9.797
C -3.094 0.536 1.097
C 2.383 3.528 1.630
C -4.118 4.344 -5.645
C 2.685 -8.946 -7.805
C -2.137 -5.552 -2.920
C 3.843 -0.900 5.948
C -2.159 2.272 9.515
C 2.737 6.183 -2.193
C 1.197 -5.913 -6.197
C -4.442 4.931 8.344
C 0.596 -7.697 -10.454
C -2.434 3.631 -2.376
C 6.352 -1.948 2.252
C -6.066 1.569 -4.421
C -1.125 6.517 7.974
C -1.308 2.793 3.268
C -0.124 -6.438 -2.609
C 1.389 -3.642 -1.845
C 6.430 1.356 5.059
C 0.532 -1.187 3.488
C -1.331 -4.783 -1.839
C 0.954 2.961 -1.374
H 7.123 1.617 4.260
H 6.998 -2.140 3.112
H -1.407 1.944 10.229
H 0.401 2.564 -2.219
H 3.373 -9.443 -7.127
H -4.422 5.872 7.794
H 1.928 6.909 -2.115
H 2.964 3.496 2.546
H 2.024 2.861 -1.570
H -2.067 -3.718 0.536
H 2.889 2.936 0.866
H -2.049 2.200 3.805
H 0.878 -2.217 3.474
H 2.027 -5.210 -6.271
H -3.432 3.493 -5.660
H -2.857 -4.997 -3.502
H 1.373 -0.538 3.742
H 6.794 0.474 5.591
H 6.367 2.188 5.755
H 3.688 6.709 -2.257
H -2.643 0.904 0.177
H -1.706 3.790 3.101
H -0.176 7.042 8.030
H 1.396 3.108 1.827
H -6.567 0.639 -4.169
H -2.825 4.434 -1.755
H 3.468 -1.855 6.310
H 3.013 -0.303 5.571
H 4.321 -0.373 6.775
H 1.665 -9.083 -7.439
H -1.743 4.050 -3.111
H 0.173 -2.509 -4.306
H -2.144 1.615 8.646
H 6.795 -1.176 1.621
H -0.254 -1.086 4.240
H 0.311 -5.383 -5.858
H -4.063 5.087 9.356
H 1.460 -8.156 -10.937
H -3.649 5.186 -6.146
H 2.783 -9.389 -8.796
H -5.180 1.343 -5.018
H 2.603 5.587 -3.098
H -5.468 4.578 8.399
H 1.443 -6.686 -5.467
H 6.256 -2.861 1.673
H -6.751 2.194 -4.997
H -5.037 4.084 -6.173
H -1.714 6.941 7.160
H -1.655 6.640 8.920
H -3.142 2.221 9.989
H -0.142 -7.453 -11.213
H -3.746 -4.814 -0.561
H -3.693 1.329 1.546
H 1.415 -4.035 -0.831
H -1.893 2.924 -1.751
H 0.154 -8.397 -9.742
H -0.402 2.870 3.868
H 1.842 -4.356 -2.536
H -3.742 -0.304 0.858
H 0.687 2.403 -0.482
H 1.951 -2.714 -1.880
```

Computed properties:
LUMO energy	-1.60	eV
calculated total energy	-6247.93001	Ha
E_HOMO	-8.3	eV
SMILES	CP(O)[C@]1([PH2]=O)OC(=O)O[C@H]1Cl.COP(=O)(OC)OC.COP(=O)(OC)OC.COP(=O)(OC)OC.COP(=O)(OC)OC.COP(=O)(OC)OC.COP(=O)(OC)OC
strongest force on any atom	7.74	eV/A

***

No. 2
Entry from the OMol25 dataset: C22H61InN2O13P as an isolated structure (ωB97M-V with the def2-TZVPD basis set).

The geometry in XYZ format:
```
100
C22H61InN2O13P, DFT ωB97M-V with the def2-TZVPD basis set
In -2.105 -0.154 -4.095
P -3.499 -2.145 -3.252
O 4.089 -1.613 -1.429
O 7.706 -0.888 2.942
O -6.588 -1.921 4.016
O 0.443 1.565 0.455
O -3.144 1.603 -3.821
O -8.417 3.992 -1.264
O -5.920 -1.485 1.186
O -6.641 1.856 -2.206
O 7.017 -1.363 -1.574
O -3.330 -2.515 -1.666
O 9.948 0.506 4.243
O 2.688 3.009 1.669
O -2.968 -3.566 -3.842
N -5.042 -2.035 -3.577
N -0.242 0.022 -3.089
C -4.774 -2.309 1.328
C 6.159 -0.485 -0.865
C -0.432 2.624 0.791
C -5.671 -0.891 4.330
C 9.535 -0.070 5.467
C -7.083 0.987 -1.181
C 1.594 1.981 -0.261
C 2.283 2.465 2.908
C 6.889 -1.263 -2.981
C 4.911 -1.176 -0.366
C -7.119 -2.077 1.643
C 4.203 -2.991 -1.723
C -7.922 3.876 -2.589
C 0.487 -2.411 -2.901
C 0.738 -0.987 -3.462
C 2.807 2.039 0.638
C -7.417 4.308 -0.315
C 6.844 0.163 3.341
C 10.082 -0.430 3.187
C -7.520 -1.565 3.009
C 8.876 -0.448 2.275
C -7.664 2.439 -2.983
H -1.131 2.243 1.534
H 3.721 -3.156 -2.685
H -6.534 3.678 -0.436
H -7.902 1.420 -0.599
H -7.001 4.456 -2.703
H 5.887 0.371 -1.492
H 6.718 -0.108 -0.001
H 7.365 -0.348 -3.352
H 2.983 1.050 1.074
H 3.689 -3.595 -0.967
H -4.871 -1.336 4.920
H -7.841 4.140 0.674
H 3.107 1.920 3.385
H -5.241 -0.445 3.430
H 5.842 -1.272 -3.291
H -7.908 -1.818 0.928
H 8.687 -0.745 5.329
H 9.064 -1.144 1.452
H 10.358 -0.621 5.936
H 9.238 0.744 6.126
H 6.308 0.577 2.480
H -7.120 5.361 -0.396
H 5.248 -3.305 -1.785
H -7.027 -3.168 1.662
H -0.996 2.953 -0.088
H 7.391 0.966 3.840
H 6.118 -0.258 4.035
H -1.804 -0.384 -5.813
H -7.399 0.027 -1.601
H -3.900 -1.678 1.178
H 10.257 -1.434 3.589
H 4.330 -0.459 0.220
H -0.353 0.020 -2.079
H 0.109 3.476 1.214
H -4.769 -3.101 0.572
H -3.658 -3.829 -4.461
H -6.234 0.809 -0.523
H 10.961 -0.142 2.603
H -6.154 -0.106 4.924
H -7.644 -0.478 2.973
H 1.343 -2.772 -2.324
H 5.179 -2.011 0.291
H 0.741 -1.044 -4.557
H -4.052 -2.046 -1.231
H 3.681 2.308 0.036
H -5.241 -1.153 -4.040
H -8.484 -2.007 3.283
H -4.724 -2.759 2.323
H -3.927 1.487 -3.275
H 0.293 -3.139 -3.694
H -7.338 2.416 -4.028
H 1.774 1.248 -1.054
H 7.395 -2.124 -3.415
H 1.430 1.792 2.793
H 1.749 -0.674 -3.158
H -8.589 1.855 -2.905
H 8.718 0.546 1.843
H -0.378 -2.395 -2.233
H -8.676 4.300 -3.259
H 1.421 2.950 -0.739
H 1.995 3.295 3.551
```

Computed properties:
LUMO energy	2.08	eV
calculated total energy	-2493.79689	Ha
E_HOMO	-4.3	eV
net charge	-1
strongest force on any atom	0.71	eV/A

***

No. 3
Entry from the OMol25 dataset: a 7-piece molecular cluster, C22H61N3O10 overall (ωB97M-V with the def2-TZVPD basis set).

The geometry in XYZ format:
```
96
C22H61N3O10, DFT ωB97M-V with the def2-TZVPD basis set
O -0.362 -2.113 -1.580
O 6.535 3.475 2.379
O -4.881 -6.207 1.064
O 0.224 1.992 7.872
O -4.066 8.202 -1.730
O -2.652 2.047 -7.012
O 10.106 0.153 7.020
O -2.717 -2.703 -7.782
O -2.521 3.810 -0.347
O -5.851 1.121 0.654
N 8.580 2.687 4.899
N -3.294 -3.884 -0.416
N -4.166 -0.410 -6.823
C -0.016 -1.757 -2.934
C -1.876 -3.813 -7.532
C -1.855 3.097 -6.410
C -3.984 -3.994 0.823
C -5.207 -4.874 0.836
C -4.789 0.875 -7.011
C 0.977 0.457 6.316
C -1.459 -3.017 -1.585
C -0.636 3.045 0.998
C 9.024 1.005 6.726
C -4.029 -2.800 -7.281
C -3.905 1.943 -6.306
C 9.839 -0.881 7.861
C 6.301 2.993 3.711
C 9.455 1.738 5.399
C -4.837 -1.505 -7.528
C -1.179 3.361 -0.368
C -2.065 -3.122 -0.157
C -6.035 -7.025 1.236
C -0.287 0.884 7.106
C 6.553 2.424 1.423
C 7.341 2.065 4.377
H 6.180 3.866 4.352
H 9.287 -1.684 7.372
H 5.389 2.397 3.668
H -1.087 -3.771 -8.283
H -2.311 4.085 -6.330
H -4.312 -2.991 1.096
H -2.340 -2.144 0.238
H -4.999 -1.310 -8.588
H 8.753 1.583 7.609
H 1.867 0.331 6.933
H -6.772 -6.880 0.446
H -1.219 2.450 -0.966
H 6.805 1.589 5.198
H -5.660 -8.049 1.239
H -5.718 -4.677 -0.106
H -1.350 -3.791 -6.578
H -6.492 -6.820 2.204
H 0.340 -2.641 -3.463
H -5.914 0.482 -0.056
H -1.210 -3.983 -2.023
H -3.901 -3.407 -1.068
H -5.200 1.753 0.352
H 6.699 2.780 0.404
H -5.812 -1.577 -7.047
H 9.704 1.004 4.632
H 9.083 3.005 4.083
H 7.185 1.594 1.740
H -5.748 0.802 -6.497
H 5.506 2.134 1.338
H 0.740 -0.373 5.650
H -0.674 3.864 1.716
H 10.439 2.167 5.584
H -4.547 -3.655 -7.716
H -0.495 2.492 8.263
H -0.655 0.163 7.836
H -3.192 -0.404 -7.090
H -3.994 -3.005 -6.211
H 0.394 2.727 0.836
H 8.129 0.403 6.570
H -4.158 8.687 -2.550
H -1.402 -3.656 0.524
H -1.424 2.807 -5.452
H -2.358 -4.786 -7.619
H -2.503 4.770 -0.369
H -3.896 8.876 -1.071
H -1.055 3.305 -7.120
H -1.076 1.284 6.468
H -4.388 2.920 -6.321
H -0.895 -1.462 -3.508
H 0.788 -1.021 -2.922
H 1.147 1.288 5.631
H -2.213 -2.634 -2.272
H 7.607 1.230 3.728
H 10.781 -1.242 8.274
H -1.165 2.190 1.419
H -5.815 -4.510 1.664
H -3.753 1.676 -5.260
H 9.315 -0.520 8.746
H -4.897 1.143 -8.062
H -0.475 4.045 -0.842
H -3.334 -4.167 1.680
```

Computed properties:
LUMO energy	0.32	eV
calculated total energy	-1791.22884	Ha
energy relative to the best compared isomer or geometry (same formula, charge and spin)	66.33	kJ/mol
E_HOMO	-8.8	eV
SMILES	COCCNCCOC.COCCNCCOC.COCCNCCOC.CCO.CCO.O.O
strongest force on any atom	3.37	eV/A

***

No. 4
Entry from the OMol25 dataset: C22H62Br2InN18O10 as an isolated structure (ωB97M-V with the def2-TZVPD basis set).

The geometry in XYZ format:
```
115
C22H62Br2InN18O10, DFT ωB97M-V with the def2-TZVPD basis set
In 3.941 -2.390 -0.821
Br 6.400 -3.242 -3.275
Br 4.293 0.787 -2.511
O 4.316 2.567 5.126
O -5.618 -6.640 3.878
O -1.057 3.940 0.805
O 5.481 0.079 9.742
O 4.651 -1.911 2.079
O -2.997 -5.441 -0.623
O -5.958 2.369 -0.555
O -6.938 -3.832 -0.987
O 0.453 5.886 -3.030
O -3.554 -0.214 -1.160
N 4.954 2.076 8.797
N -3.912 -2.438 -1.072
N -1.973 -7.102 -1.776
N 3.050 3.545 3.527
N -4.604 -1.219 -2.898
N 0.983 7.139 -4.842
N -8.277 -3.993 0.834
N -3.690 2.499 -0.528
N 5.069 4.469 4.152
N -7.382 -1.958 0.202
N -1.429 -4.893 -2.158
N 2.533 5.702 -3.909
N -1.558 5.732 2.098
N -4.967 4.408 -0.442
N 5.015 0.174 7.520
N -3.492 -6.698 3.084
N -2.448 3.652 2.568
N -5.074 -5.372 2.078
C 4.217 -1.097 0.979
C 0.146 2.512 -4.541
C 5.252 -1.818 -2.570
C 5.351 -0.686 -3.183
C 1.268 6.218 -3.866
C -4.931 3.035 -0.512
C -0.823 1.359 -4.872
C 5.172 0.724 8.753
C -1.380 0.674 -3.622
C 6.173 -0.308 -4.360
C 4.153 3.470 4.322
C 1.789 -2.459 -1.512
C -7.496 -3.293 -0.049
C 4.935 -1.141 3.207
C -1.647 4.407 1.761
C 1.278 -1.032 -1.763
C -0.713 -0.698 -3.342
C -0.261 -0.911 -1.878
C -4.787 -6.260 3.068
C 6.176 -0.231 3.066
C -3.997 -1.227 -1.676
C -2.185 -5.788 -1.469
H 4.891 -0.266 0.777
H 6.493 0.724 -4.303
H -8.743 -3.574 1.616
H 0.940 2.530 -5.276
H -1.308 -7.410 -2.460
H 1.194 -3.001 -0.784
H -2.036 6.141 2.879
H -4.977 -2.041 -3.334
H 0.125 -0.790 -4.026
H 1.634 -0.379 -0.973
H -1.554 -3.918 -1.942
H -2.541 2.678 2.337
H -3.609 1.486 -0.584
H 5.897 4.434 4.718
H -3.482 -2.470 -0.165
H 1.684 -0.729 -2.717
H 4.700 2.618 7.990
H 2.365 2.817 3.621
H -0.567 -0.040 -1.305
H 3.217 5.963 -4.592
H 5.874 0.795 3.241
H 6.933 -0.532 3.775
H 0.061 7.533 -4.843
H 4.344 -4.078 -0.361
H -2.851 3.054 -0.488
H -2.946 4.017 3.356
H 4.760 0.711 6.710
H -1.641 1.806 -5.428
H 5.163 -0.814 7.429
H -2.438 0.500 -3.764
H 6.552 -0.335 2.060
H -4.398 -5.061 1.400
H 2.898 4.271 2.852
H -0.748 -5.152 -2.846
H 4.065 -0.566 3.540
H 5.057 2.529 9.685
H -4.143 4.979 -0.408
H -5.869 4.844 -0.430
H -3.238 -7.353 3.799
H -4.681 -0.334 -3.366
H 3.233 -0.702 1.251
H -6.015 -5.028 2.025
H 1.829 -2.983 -2.463
H -6.810 -1.416 -0.423
H -0.319 0.667 -5.536
H -8.377 -4.979 0.676
H -0.359 3.468 -4.565
H 2.772 5.018 -3.213
H 1.640 7.429 -5.541
H -1.404 -1.503 -3.586
H 5.536 -0.371 -5.242
H -1.223 1.332 -2.775
H -7.830 -1.497 0.971
H 6.997 -0.983 -4.523
H -4.261 -3.291 -1.474
H -2.517 -7.783 -1.279
H 0.572 2.370 -3.553
H 5.144 -1.837 4.018
H 4.959 5.216 3.492
H -0.979 6.312 1.518
H -0.764 -1.762 -1.432
H -2.800 -6.397 2.423
```

Computed properties:
LUMO energy	1.72	eV
calculated total energy	-7951.95780	Ha
E_HOMO	-4.6	eV
net charge	-1
strongest force on any atom	2.34	eV/A